No. 1
{
  "formula": "C5H12NO2",
  "method": "ωB97M-V/def2-TZVPD",
  "species": ["H", "H", "C", "H", "O", "H", "H", "H", "H", "H", "C", "H", "N", "H", "C", "H", "O", "C", "C", "H"],
  "coordinates": [[3.19458, 2.12412, 0.09597], [1.22124, 1.38624, -1.18192], [1.97343, 0.61098, -0.74979], [-2.56501, -2.14517, -0.60211], [1.65094, -0.67175, -1.01315], [0.38960, -1.16529, 0.00742], [3.93010, 0.53115, 0.10496], [-0.62601, 2.14302, 1.78347], [-3.52510, -0.81806, -0.54095], [0.42730, 0.88419, 1.22714], [3.02916, 1.10052, -0.11604], [-0.35159, 0.66078, 2.80577], [-1.52072, -0.69960, 0.27102], [2.52624, -1.06766, -1.03853], [-2.54556, -1.11800, -0.59342], [-2.45656, 0.93897, 0.65847], [-0.51921, -1.57005, 0.30202], [-1.59596, 0.42741, 0.95300], [-0.50033, 1.00574, 1.74475], [-2.17668, -0.94876, -1.66563]],
  "total_charge": 1,
  "gap_ha": 0.32998,
  "e_tot_ev": -10954.406
}


No. 2
{
  "formula": "C4H5O3S",
  "method": "ωB97M-V/def2-TZVPD",
  "species": ["H", "C", "H", "O", "S", "O", "H", "O", "C", "H", "H", "C", "C"],
  "coordinates": [[-0.16850, -1.97939, 1.41664], [-1.43172, -0.46041, 0.48823], [0.37566, 0.86245, 0.95585], [0.54439, 1.79643, -1.30108], [-2.05525, 0.38316, -0.72887], [1.03558, 0.52955, -3.09973], [0.63975, -1.49848, -0.08459], [-1.08504, 0.37983, -2.16652], [0.45400, -0.00488, 1.58107], [1.48862, -0.07946, 1.92135], [-0.06896, 0.24406, 2.40920], [-0.00151, -1.10841, 0.77241], [0.27299, 0.93556, -2.16396]],
  "total_charge": -1,
  "gap_ha": 0.29108,
  "e_tot_ev": -21205.566
}


No. 3
{
  "formula": "C3H12N2O",
  "method": "ωB97M-V/def2-TZVPD",
  "species": ["H", "H", "H", "H", "H", "H", "H", "C", "H", "C", "N", "H", "H", "H", "C", "N", "O", "H"],
  "coordinates": [[2.51003, -1.07146, 0.22417], [0.23829, 0.74185, 0.00287], [0.53189, -1.85016, 0.24563], [-1.42374, -0.30839, -0.18762], [-1.33475, 2.33838, -0.95723], [-1.33184, -0.10066, -2.47321], [0.17001, 1.03731, -2.35809], [-0.72839, 0.63249, -1.94043], [0.67234, -0.59525, 5.90873], [0.49828, -1.21088, -0.64567], [1.88602, -0.69230, -0.46018], [2.39149, -0.56924, -1.34138], [-0.16020, -0.43817, 4.73547], [0.36384, -1.74627, -1.57526], [-0.44993, 0.02278, -0.58373], [-1.63544, 1.80889, -1.77074], [-0.25805, -0.41374, 5.70099], [-1.93985, 2.41482, -2.52431]],
  "total_charge": 0,
  "gap_ha": 0.34783,
  "e_tot_ev": -8332.037,
  "smiles": "NCCCN.O"
}


No. 4
{
  "formula": "C8H18N5O2",
  "method": "ωB97M-V/def2-TZVPD",
  "species": ["H", "O", "C", "H", "H", "H", "H", "C", "N", "C", "H", "O", "H", "C", "N", "H", "N", "H", "C", "H", "H", "C", "H", "N", "C", "H", "H", "H", "H", "H", "N", "H", "C"],
  "coordinates": [[-1.98413, 1.60324, -1.40687], [1.14477, -2.53211, -0.28398], [-2.15384, 1.66777, 0.73791], [-1.07469, 1.58319, 0.90198], [3.90265, 0.31042, -0.52393], [-2.52179, 2.35874, 1.50111], [-0.91470, -2.45759, 1.48864], [-0.96777, -1.36756, 1.49581], [0.94820, 0.28427, 1.70988], [3.60032, -0.72865, -0.40233], [4.37178, -1.33736, -2.26165], [2.40428, -0.59959, -2.41190], [-3.75526, 0.31943, 0.27553], [-2.02268, -0.90117, 0.45249], [2.13241, 0.40407, 1.16031], [-2.69095, -1.74842, 0.29283], [2.35763, -0.60250, 0.38972], [4.34903, -1.24916, 0.19586], [-2.84666, 0.30927, 0.88500], [-2.20046, 4.30111, -0.30784], [1.50671, -3.26329, 0.24896], [3.39941, -1.36051, -1.76350], [-1.53325, -0.71775, -0.50886], [1.28013, -1.40930, 0.44523], [-2.37295, 2.28762, -0.64364], [-3.44434, 2.39907, -0.82258], [3.09669, -2.40623, -1.68880], [-0.77530, 3.57127, -0.58351], [2.55871, -0.57679, -3.36437], [-1.25834, -1.05297, 2.49875], [-1.74883, 3.58607, -0.86558], [-3.17520, 0.16029, 1.91636], [0.38841, -0.83488, 1.24301]],
  "total_charge": 1,
  "gap_ha": 0.27421,
  "e_tot_ev": -20123.225,
  "smiles": "NCCCCCc1nnn(CCO)[n+]1O"
}


Per-record LUMO energy, eV: -4.421, 3.483, 0.639, -4.022
Per-record E_HOMO, eV: -13.40, -4.44, -8.83, -11.48
Per-record largest force on an atom, eV/A: 4.7, 4.4, 2.5, 0.5